a | Below is a gas-phase ion, CH6N3O (charge +1), with properties calculated with ωB97M-V with the def2-TZVPD basis set.

The geometry in XYZ format:
```
11
Properties=species:S:1:pos:R:3
N -0.22384 -1.43473 0.62298
H -0.29478 1.54593 0.68576
H 1.49291 -0.31475 -0.88871
O 0.70518 -0.54427 0.88406
N 1.20623 0.28195 -0.04950
H 0.67836 2.01496 -0.65379
H -1.77671 0.43365 -0.70685
H -0.04398 -2.32397 0.07897
H -0.97921 -1.43453 1.30103
C 0.06820 1.21766 -0.25663
N -0.83235 0.55809 -1.01731
```

Computed properties:
molecular weight	76.1	g/mol
LUMO (alpha / beta)	-7.909 / -6.590	eV
charge	+1
gap between HOMO and LUMO (alpha / beta)	8.073 / 9.097	eV

---

b | Below is a molecular structure, CH6N3O, with properties calculated with ωB97M-V with the def2-TZVPD basis set.

The geometry in XYZ format:
```
11
Properties=species:S:1:pos:R:3
N -0.64605 0.05839 0.66887
H 0.92905 1.65557 -0.86762
H 1.10482 -1.02601 0.40549
H 1.35909 0.55827 1.25577
N -1.21754 -0.36336 -0.41921
H -2.17997 -0.13737 -0.65398
N 0.91876 0.62990 -0.82926
H -1.04244 0.84847 1.17704
O 0.08820 0.04315 -1.60572
H -0.75468 -2.10311 -0.75303
C 0.81425 0.03336 0.47534
```

Computed properties:
molecular weight	76.1	g/mol
LUMO (alpha / beta)	-6.802 / -6.253	eV
charge	+1
gap between HOMO and LUMO (alpha / beta)	8.076 / 8.627	eV

---

Which structure wins on stability? a wins.

---

a | Below is 2 unconnected molecules or ions with the total composition C6H16NS, with properties calculated with ωB97M-V with the def2-TZVPD basis set.

The geometry in XYZ format:
```
24
Properties=species:S:1:pos:R:3
H 0.78790 0.51764 -3.52665
H -1.02018 1.19011 -0.47575
C 0.14884 1.03629 -2.81101
S -2.33591 -0.80840 -0.32796
H 1.77101 1.11666 1.32311
H -0.20153 1.62790 1.82219
H -0.67256 1.45885 -3.39406
H 0.43518 -1.95020 2.30458
H -0.77722 -0.90715 -2.54962
H 0.62374 1.81527 -2.28159
H 1.50867 0.60343 -0.26132
H 2.33092 -0.61043 0.81846
H -1.00000 -1.89568 1.22063
H -2.82068 -0.04520 0.67715
C 1.62061 0.25342 0.75902
N 0.29369 -0.27380 1.11989
H 0.73765 -0.51074 -1.55105
C -0.16919 -0.18644 -1.91145
H 0.43071 0.41722 3.07818
C 0.04075 -1.65007 1.33415
H -1.11326 0.34146 2.57576
H 0.52190 -2.28131 0.62124
C -0.17791 0.61161 2.17180
C -0.96316 0.12953 -0.73568
```

Computed properties:
molecular weight	134.3	g/mol
LUMO	-4.514	eV
charge	+1
gap between HOMO and LUMO	8.999	eV

---

b | Below is 2 unconnected molecules or ions with the total composition C6H16NS, with properties calculated with ωB97M-V with the def2-TZVPD basis set.

The geometry in XYZ format:
```
24
Properties=species:S:1:pos:R:3
S 0.96565 -0.86541 -1.81113
H 1.49985 -2.93639 0.23763
C -1.34138 0.68229 -0.94859
H -1.76933 -0.19087 -0.44321
H 2.07660 0.36424 -0.08008
C 1.06672 0.07027 -0.37555
H 0.77604 -1.40998 2.09940
H -1.26701 0.50632 -2.08189
H -1.34645 1.78172 1.44297
H 0.32833 2.11081 1.56708
H -0.50065 3.03787 -0.92643
C 0.32317 2.37775 -0.94932
C 0.03419 -1.93079 1.59425
H -0.99977 -1.55205 1.63312
H -0.27053 -3.14624 -0.20099
H 2.00553 -1.66523 -1.49363
N -0.08003 1.07590 -0.25907
H -0.13189 0.36191 1.66714
H 1.10525 2.84095 -0.36528
C 0.39533 -2.96761 0.62279
H 0.38214 -4.00390 1.03003
C -0.33066 1.31361 1.17258
H -1.99359 1.61866 -0.86748
H 0.83824 2.24011 -1.97843
```

Computed properties:
molecular weight	134.3	g/mol
LUMO (alpha / beta)	-4.347 / -3.062	eV
charge	+1
gap between HOMO and LUMO (alpha / beta)	7.176 / 9.090	eV

---

Which structure wins on stability? a wins.

---

a | Below is a molecular structure, C47H33MoN5O2P2S6Se2, with properties calculated with ωB97M-V with the def2-TZVPD basis set.

The geometry in XYZ format:
```
98
Properties=species:S:1:pos:R:3
H -0.41050 -3.31850 3.03480
C 4.60310 -3.51350 6.45370
C 0.17850 -3.33160 6.84750
C 0.82350 -2.39700 6.05850
C -2.74880 3.04030 2.34940
H 3.97760 -6.22470 3.54410
N -2.09930 6.01280 4.01110
C 4.32570 0.56010 -1.71960
C 0.57790 1.66700 -2.14870
C 3.05980 2.24820 -2.65590
C -1.68870 3.90220 2.62480
C 5.53540 -3.05440 5.53680
Se 5.19300 -2.92730 0.75600
N 1.82410 -3.09020 0.34180
H -1.70230 -0.49490 -5.96080
S -1.49050 3.56370 -2.25770
C 2.96420 -5.84700 0.32750
H 3.92140 -0.90310 2.50970
C -0.22700 -3.33360 4.10270
H -2.00900 5.86600 -1.66080
C 3.51250 -7.81830 2.19990
C 0.82430 4.11840 -1.30070
H 0.40430 4.29240 2.34190
S 2.72870 0.12730 -1.25040
C 3.92840 -0.37640 3.45420
P 1.19210 -0.99280 3.68810
C 3.94030 1.05300 5.83550
C 5.25380 -3.10750 4.18480
H 4.81860 -3.47330 7.51080
C -0.65200 -4.27730 6.26820
H 2.51830 -7.45440 -1.00780
C 3.39930 -4.04400 6.01800
H 3.04600 -9.21180 0.64370
C 5.08180 0.26020 3.87630
C -0.22930 2.50900 1.33800
O 0.57370 -2.75590 -2.04580
H 5.14530 -0.06550 -1.42500
C -0.85460 -4.27600 4.89660
H 1.85100 4.05550 -0.98850
H 0.43460 6.19490 -0.73670
S -4.75300 -2.27530 0.21220
C 2.83010 -7.18250 -0.00990
C 2.78400 -0.31350 4.23580
C -2.53370 1.93350 1.55290
C -1.90850 5.05960 3.40230
H 5.97700 -2.77380 3.45250
H 2.77200 -5.07750 -0.40440
C 2.78150 0.43270 5.41000
P 3.70170 -3.74090 1.97280
C 0.13930 1.20120 -3.52480
H 5.24480 2.14460 -2.84500
H 1.85220 0.55380 5.95060
C 2.07990 1.51380 -2.06300
C 3.35670 -5.49410 1.61640
H 5.99720 1.45190 5.40090
C 3.64190 -6.48520 2.55020
C -3.35250 -1.44690 0.15810
C -0.41970 3.63510 2.10850
Se -0.35400 0.41810 3.81830
C 4.34790 1.70230 -2.45090
N 0.97650 -2.15800 0.01780
H 6.48600 -2.67030 5.87440
H 0.77440 2.27590 0.97550
H 1.56200 2.11370 -4.86130
C 1.50610 -1.67060 2.03200
C 0.69880 1.48600 -4.73410
O -0.00410 0.86560 -1.19120
C 0.13900 3.09720 -1.88780
C -1.02450 0.09780 -5.37820
H 2.87650 3.14800 -3.21650
H -1.14600 -5.01290 6.88560
N 0.73700 -1.26030 0.98440
C 0.63260 -2.40730 4.68280
H 2.18720 -4.53690 4.31320
Mo -0.69280 -0.12100 0.01630
S -2.96490 -0.18330 -0.96620
C 3.11160 -4.10140 4.66700
C 0.02740 0.84750 -5.79890
H -1.51660 -4.99720 4.44080
H 2.68260 -4.42120 6.73020
H -3.72820 3.24180 2.75810
C -1.21810 5.14080 -1.63260
S -1.98620 -1.73120 1.21300
H 0.32110 0.94540 -6.82830
H 0.31910 -3.31280 7.91820
H 1.48660 -1.66790 6.49900
C -1.27050 1.62120 1.04420
C 4.03620 -3.61450 3.75210
N 0.32410 -1.97300 -1.10300
C 0.04770 5.28930 -1.16550
C 5.09440 0.95860 5.07250
C 2.17480 -2.83030 1.60330
H 3.73470 -8.58500 2.92760
H -3.37770 1.28920 1.32740
H 3.93290 1.62770 6.75020
S -1.21310 0.13690 -3.67340
H 5.96540 0.21670 3.25830
C 3.11350 -8.16940 0.92060
```

Computed properties:
spin multiplicity	3
molecular weight	1208.0	g/mol
⟨S²⟩	2.041
LUMO (alpha / beta)	-1.925 / -1.851	eV
gap between HOMO and LUMO (alpha / beta)	5.878 / 6.185	eV

---

b | Below is a molecular structure, C47H33MoN5O2P2S6Se2, with properties calculated with ωB97M-V with the def2-TZVPD basis set.

The geometry in XYZ format:
```
98
Properties=species:S:1:pos:R:3
H -4.03928 -1.49464 -5.66909
S 3.76789 -0.80706 -0.48753
H 3.76207 0.12604 5.51993
H 1.83368 -3.41323 -4.27317
C 1.33559 -2.53161 -3.88960
C 0.66200 -1.16876 -2.02884
P -3.65127 -0.97090 -0.79973
C 1.27427 -2.31046 -2.51956
H 0.80885 -1.79155 -5.83306
H -4.96170 2.81622 -3.56138
H -2.35646 -3.30229 -5.79273
C -1.29214 0.91117 -0.68097
S 0.21106 0.49468 5.87646
H -0.18961 2.58716 -4.82777
C 5.35291 -1.16205 0.24128
C -1.07905 2.52136 3.23299
C 2.74740 0.24030 5.87023
H -4.59503 -0.47646 -3.47531
H -1.82856 3.57150 -6.38749
C -4.46193 -4.57944 1.94621
C 1.82279 -3.58381 3.69260
C -3.82907 -1.23749 -3.55273
C -4.06874 -3.68747 -0.25146
C -4.31327 -3.30709 2.48273
C 4.51534 3.55708 1.46609
C -2.21187 -0.04589 -0.15172
H -1.66103 -2.96415 -1.59279
C 0.76452 -1.62044 -4.76491
H 0.45079 0.58579 8.29587
C 1.01608 0.48361 7.38381
H -4.68109 -5.41996 2.59212
C -3.88246 -2.41524 0.28371
H -0.28293 -3.91686 4.11113
S 6.45781 -2.10711 -0.46025
C 5.35174 3.83299 -1.17011
H -3.35699 1.80191 -2.03472
H -4.21765 3.69377 -5.75748
C 5.12261 4.73229 1.06015
C -3.52304 -1.81983 -4.77524
H 1.72664 -3.01408 -1.83216
C -1.66953 2.07143 -3.35480
C -3.00662 2.16655 -2.99137
H 2.25208 -4.54237 3.93719
N -0.71239 1.50247 0.35687
C 0.91807 1.16295 2.64867
C 6.16006 6.09676 -0.68864
H -4.49367 -5.74650 0.14725
C -1.24312 2.59863 -4.57496
C -1.91328 -3.24678 -3.69501
H -4.00712 -3.85029 -1.31771
H 5.67909 3.94914 -2.19440
H 5.28085 5.54005 1.76184
Se 1.25074 2.55730 -1.92605
S 2.83121 -2.31150 3.13387
C -4.35235 -4.76385 0.57803
N 1.42281 0.62060 1.39012
C 4.74544 2.65787 -0.76027
N -2.10292 -0.01378 1.17524
C -4.03926 -2.22904 1.65917
H -0.31534 0.21618 -4.96826
Mo 3.36300 0.75692 1.15616
H 3.05153 0.31270 8.06303
C 0.08627 -0.25175 -2.90821
N 6.65548 7.07632 -1.02816
H -1.17335 -4.03382 -3.74595
C -3.15988 -1.64292 -2.40454
H -1.01920 0.36230 3.35197
O 3.08742 0.49707 3.09557
H 0.65795 -0.98143 -0.96077
C -2.18798 -2.64178 -2.48227
Se -5.32516 0.30516 -0.82097
C 1.68718 0.30923 5.01801
C -3.92222 2.74817 -3.85708
C -3.50345 3.23804 -5.08351
C 1.76735 0.21030 3.53434
C 0.13392 -0.48510 -4.27726
S 1.48614 2.88010 2.87596
C -0.64334 1.17586 2.73736
N -1.20489 0.92037 1.41156
C 0.21652 -1.94465 3.38555
C 5.53567 4.87162 -0.26192
O 1.20587 -0.78654 1.51482
H -0.78421 -1.55605 3.26996
H -0.24561 4.47243 3.53666
C 1.40493 -1.17470 2.92098
C -2.57814 -2.83189 -4.84290
C -2.16132 3.16731 -5.44042
C 4.31115 2.51135 0.56318
H -4.42646 -3.15071 3.54794
H -3.95682 -1.23924 2.08121
C 0.48155 -3.22653 3.78267
H -2.11559 2.70724 3.47563
H 4.59895 1.86707 -1.48226
C -0.12300 3.43487 3.26100
P -0.44895 1.34591 -2.24600
S 5.48346 -0.26982 1.71932
H 4.21974 3.46100 2.50299
C 2.35984 0.34174 7.23409
```

Computed properties:
spin multiplicity	3
molecular weight	1208.0	g/mol
⟨S²⟩	2.040
LUMO (alpha / beta)	-1.621 / -1.776	eV
gap between HOMO and LUMO (alpha / beta)	5.972 / 6.260	eV

---

Which structure wins on stability? b wins.